Record 1
A molecular structure, C21H24Cl5IKN3O2PS, computed with the ωB97M-V functional and the def2-TZVPD basis.

The geometry in XYZ format:
```
59
Properties=species:S:1:pos:R:3:forces:R:3:nbo_charge:R:1
K -2.097124 0.730119 -2.808342 0.141 0.061 -0.021 0.92
Cl 4.497452 4.974026 -0.401314 -0.001 -0.008 -0.003 0.01
C 2.958698 4.349053 -0.888766 0.072 -0.003 0.015 -0.17
C 2.848158 3.071391 -1.435133 0.001 -0.012 0.001 -0.05
Cl 4.268038 2.097476 -1.619921 0.011 -0.003 0.002 0.01
C 1.619387 2.573713 -1.824928 -0.013 0.104 0.008 -0.20
Cl 1.474931 0.999359 -2.513912 0.036 -0.114 -0.075 0.01
C 0.398812 3.308355 -1.690513 -0.081 -0.064 0.000 0.44
O -0.718545 2.837774 -2.027769 -0.020 0.016 -0.092 -0.79
C 0.565761 4.611476 -1.123410 -0.032 0.003 0.051 -0.19
Cl -0.876465 5.545393 -0.918890 0.036 -0.025 -0.010 0.01
C 1.799449 5.109594 -0.741651 -0.095 0.006 0.002 -0.05
Cl 1.910609 6.697880 -0.065021 0.008 0.011 0.009 0.02
I -4.949960 -2.203992 -1.565137 0.058 0.179 0.031 -0.22
C -4.570179 0.025664 -1.548545 -0.012 -0.182 -0.009 -1.01
H -5.010685 0.253822 -0.567821 -0.015 -0.016 0.014 0.15
H -5.362924 0.301463 -2.260659 -0.035 0.038 0.034 0.15
C 4.536518 -2.788264 0.040686 -0.057 0.034 -0.014 -0.63
C 3.112283 -2.796662 -0.446594 0.004 -0.007 -0.010 -0.02
C 2.789941 -2.311526 -1.709079 -0.009 -0.016 0.037 -0.19
C 1.471050 -2.250511 -2.136633 0.024 0.031 -0.001 -0.23
C 0.461149 -2.680489 -1.296158 0.042 0.025 -0.093 -0.19
C 0.760723 -3.179880 -0.035929 -0.068 -0.009 0.020 -0.24
C 2.080319 -3.242934 0.378260 0.062 0.023 -0.001 -0.21
S -1.244124 -2.471672 -1.816966 -0.015 -0.111 -0.189 1.30
C -1.599530 -4.207386 -2.109048 -0.053 0.044 -0.044 -0.82
O -1.189720 -1.863740 -3.190111 0.061 0.086 0.279 -1.02
H 5.235703 -2.912164 -0.786003 0.011 -0.006 0.008 0.21
H 4.712873 -3.580491 0.768323 0.005 -0.006 -0.004 0.21
H 4.761720 -1.834824 0.524163 0.024 -0.011 -0.001 0.23
H 3.578733 -1.949197 -2.358179 -0.007 0.005 -0.005 0.21
H 1.208860 -1.844959 -3.106031 -0.008 -0.039 0.008 0.25
H -0.033844 -3.510025 0.623882 0.018 -0.016 0.009 0.22
H 2.319827 -3.625930 1.364054 -0.036 -0.006 0.000 0.21
H -0.911354 -4.574213 -2.869226 -0.007 -0.017 0.010 0.23
H -2.631927 -4.223507 -2.455103 0.012 -0.073 0.001 0.26
H -1.503972 -4.764207 -1.177401 0.002 0.016 0.000 0.22
C -0.692949 2.101289 2.806242 -0.008 0.007 -0.035 -0.07
N -2.028405 1.945162 2.239432 0.031 -0.025 0.008 -0.47
C -2.672100 0.801508 2.877065 0.039 0.008 -0.033 -0.07
N -1.910904 -0.443726 2.778060 -0.041 0.005 0.000 -0.47
C -0.574510 -0.209078 3.316847 0.029 -0.022 -0.016 -0.07
N 0.146114 0.906008 2.707009 0.003 0.001 0.064 -0.47
C 0.490149 0.615719 1.310980 -0.140 0.008 -0.075 -0.53
P -0.991692 0.282276 0.228174 -0.121 0.048 0.130 0.69
C -1.967246 1.775137 0.783259 0.017 -0.067 -0.016 -0.53
C -1.849334 -0.902960 1.384744 0.113 0.042 0.007 -0.53
H -0.802910 2.345623 3.866712 0.009 0.001 0.008 0.18
H -0.188598 2.930651 2.305892 -0.002 0.004 -0.006 0.20
H -3.653295 0.648607 2.424479 -0.016 0.005 0.013 0.20
H -2.801278 1.033544 3.938151 -0.007 -0.001 0.010 0.18
H 0.020254 -1.119354 3.199549 -0.006 0.003 -0.006 0.19
H -0.677106 0.002116 4.385250 0.001 0.011 0.004 0.19
H 1.165634 -0.243834 1.276429 0.009 -0.015 -0.008 0.21
H 1.029481 1.469019 0.888660 0.035 -0.013 0.015 0.23
H -2.982072 1.670000 0.389679 0.017 0.008 -0.022 0.24
H -1.529600 2.661443 0.322450 -0.015 0.042 0.000 0.24
H -1.338956 -1.869289 1.360662 -0.005 0.005 0.005 0.20
H -2.861333 -1.069859 1.005119 -0.004 0.007 -0.014 0.24
```
Forces are in eV/Å.

## Properties
molecular weight	756.750	u
net charge	-1
ΔE to the lowest compared entry with this formula, charge and spin	71.14	kJ/mol
calculated total energy	-137895.3527	eV

Record 2
A molecular structure, C40H36AsCrIN2OPS2, computed with the ωB97M-V functional and the def2-TZVPD basis.

The geometry in XYZ format:
```
85
Properties=species:S:1:pos:R:3:forces:R:3:lowdin_charge:R:1
Cr -0.124000 -0.020000 0.363200 -0.663 0.189 0.679 -0.11
O -0.818700 -0.205600 2.332700 -0.294 0.192 -0.217 -0.09
C 0.400800 -0.382500 2.253300 0.189 -0.189 -0.116 -0.45
C 1.596900 -0.448600 2.907600 0.927 -0.125 -0.095 -0.28
C 1.840600 -0.281700 4.302300 -0.291 -0.048 -0.069 -0.03
C 3.130000 -0.245600 4.753400 0.082 -0.028 0.042 -0.09
C 4.220300 -0.392400 3.882100 0.184 0.047 0.144 -0.09
C 4.013500 -0.533600 2.515400 -0.221 -0.137 -0.120 -0.10
C 2.729300 -0.582000 2.022000 -0.315 0.298 0.275 -0.38
P 2.137100 -0.677900 0.316800 0.805 -0.368 0.126 1.01
C 3.428900 0.064200 -0.725200 -0.218 0.115 -0.068 -0.35
C 3.176700 1.259900 -1.390100 -0.117 -0.117 0.033 -0.18
C 4.192500 1.909000 -2.064400 0.101 0.065 -0.074 -0.07
C 5.467200 1.369400 -2.074100 0.012 0.061 -0.057 -0.08
C 5.716300 0.158200 -1.450500 0.136 -0.080 0.034 -0.08
C 4.699200 -0.504600 -0.788700 -0.157 -0.014 0.029 -0.09
C 2.329200 -2.448500 -0.070900 -0.168 -0.033 -0.002 -0.39
C 2.218500 -2.875300 -1.393300 0.041 0.113 0.082 -0.11
C 2.274900 -4.226100 -1.684400 -0.007 -0.046 -0.155 -0.08
C 2.430100 -5.157100 -0.667600 -0.003 -0.032 -0.005 -0.09
C 2.544800 -4.733100 0.645700 0.001 -0.179 -0.020 -0.08
C 2.493100 -3.384200 0.945300 -0.020 0.167 0.016 -0.09
H 1.004400 -0.124500 4.968000 -0.025 -0.021 0.084 0.11
H 3.320700 -0.071200 5.803700 -0.012 -0.046 0.070 0.10
H 5.225100 -0.373600 4.276300 0.075 0.046 0.016 0.09
H 4.859200 -0.587400 1.845300 0.064 -0.011 -0.042 0.10
H 2.179900 1.677900 -1.383700 0.026 0.045 0.060 0.03
H 3.993100 2.845800 -2.564400 -0.018 0.047 -0.043 0.11
H 6.269600 1.888900 -2.574700 0.093 0.056 -0.083 0.10
H 6.709500 -0.266600 -1.470800 0.065 -0.052 -0.033 0.10
H 4.885000 -1.465000 -0.325900 0.035 -0.028 0.043 0.11
H 2.081000 -2.141800 -2.180600 -0.023 -0.055 -0.006 0.10
H 2.191400 -4.558500 -2.710300 -0.012 -0.003 -0.043 0.10
H 2.458100 -6.213100 -0.900500 0.028 -0.032 -0.017 0.10
H 2.670900 -5.455100 1.440400 0.006 -0.038 0.043 0.10
H 2.575300 -3.052500 1.971800 -0.005 -0.009 0.015 0.11
S 0.062600 0.239100 -2.005900 0.540 0.052 -0.046 0.67
C -1.519300 0.130100 -2.738600 -0.176 0.053 0.468 -0.68
C -1.610900 -0.173200 -4.099800 -0.034 0.001 0.102 -0.12
C -2.843500 -0.319400 -4.701300 -0.067 0.059 -0.045 -0.09
C -4.008800 -0.143700 -3.965400 -0.133 0.017 0.025 -0.10
C -3.928400 0.197000 -2.623500 -0.133 0.093 0.192 -0.13
C -2.696700 0.341100 -1.999500 0.230 -0.145 -0.194 -0.41
As -2.411700 0.739500 -0.111300 -1.231 0.618 -0.970 1.36
C -4.213100 0.509900 0.643900 0.227 -0.262 0.091 -0.34
C -5.250600 1.375400 0.299000 0.276 0.154 -0.191 -0.11
C -6.499700 1.240000 0.875000 -0.084 -0.004 -0.007 -0.07
C -6.736200 0.235600 1.800100 -0.035 -0.050 0.010 -0.08
C -5.717700 -0.639100 2.139600 -0.118 -0.077 0.030 -0.09
C -4.461800 -0.498000 1.567700 0.399 0.012 0.047 -0.12
C -2.472200 2.675200 -0.121900 0.194 0.266 0.164 -0.39
C -2.101000 3.440200 -1.217900 -0.029 -0.375 -0.178 -0.09
C -1.958100 4.811800 -1.091400 -0.024 0.120 -0.009 -0.07
C -2.174700 5.425300 0.130500 0.018 0.015 0.022 -0.08
C -2.544200 4.667700 1.231100 -0.061 0.045 0.072 -0.07
C -2.688700 3.299600 1.104900 -0.080 -0.344 0.034 -0.13
H -0.697500 -0.304000 -4.659800 0.077 -0.058 -0.072 0.10
H -2.899300 -0.568000 -5.751700 -0.017 -0.034 -0.068 0.10
H -4.973400 -0.267600 -4.436100 -0.076 0.016 -0.029 0.10
H -4.831000 0.334500 -2.037000 -0.034 -0.008 -0.128 0.09
H -5.070600 2.180800 -0.404300 -0.004 -0.019 0.024 0.11
H -7.291400 1.925000 0.609700 -0.047 0.072 -0.035 0.11
H -7.710500 0.149800 2.261400 -0.028 -0.057 0.012 0.10
H -5.907400 -1.427400 2.854800 0.067 -0.025 0.090 0.10
H -3.643200 -1.143100 1.868300 -0.097 -0.033 0.028 0.09
H -1.889100 2.950100 -2.162600 -0.022 0.062 -0.007 0.11
H -1.661400 5.403800 -1.943600 0.039 0.038 -0.108 0.10
H -2.035800 6.490400 0.235400 -0.014 0.116 -0.019 0.10
H -2.703300 5.143100 2.188300 -0.002 0.019 0.065 0.11
H -2.941700 2.682700 1.966400 -0.010 0.212 -0.029 0.12
I 2.217900 2.695500 1.565300 -0.195 0.297 0.120 0.87
C 0.309900 2.011800 0.816200 -0.027 -0.171 -0.135 -0.71
H 0.137000 2.675000 -0.037300 0.089 -0.230 0.150 -0.04
H -0.384200 2.303600 1.609900 0.221 -0.060 -0.067 -0.04
C -4.578300 -2.814600 -1.211500 -0.220 -0.147 0.082 -0.06
N -3.168400 -2.566400 -1.025900 0.124 -0.259 0.425 -0.02
C -2.459000 -2.912700 0.058000 -0.355 0.159 -0.456 -0.84
N -3.058200 -3.588900 1.056000 -0.171 0.055 -0.363 0.12
S -0.822000 -2.563000 0.174000 0.771 0.010 0.122 0.79
H -4.881700 -2.377600 -2.160500 0.015 -0.029 0.078 0.08
H -5.162700 -2.353200 -0.411500 -0.020 0.040 -0.027 0.08
H -4.796900 -3.887100 -1.237100 0.005 0.014 -0.048 0.09
H -2.655900 -2.129100 -1.779900 0.048 0.035 0.217 0.11
H -3.965700 -4.004900 0.938800 -0.059 -0.034 0.052 0.10
H -2.468400 -3.884900 1.815200 -0.036 0.022 -0.015 0.10
```
Forces are in eV/Å.

## Properties
molecular weight	909.671	u
2S+1	4
ΔE to the lowest compared entry with this formula, charge and spin	38.10	kJ/mol
calculated total energy	-175411.5371	eV

- ΔE to the lowest compared entry with this formula, charge and spin of number 1 (C21H24Cl5IKN3O2PS)?
  71.14 kJ/mol

- Among the records above, which one has the highest ΔE to the lowest compared entry with this formula, charge and spin?
  C21H24Cl5IKN3O2PS